Record 1
119
Properties=species:S:1:pos:R:3 method="wB97M-V/def2-TZVPD" spin_multiplicity=6 charge=+1 e_lumo_ev="-3.27 / -5.30" homo_lumo_gap_ev="7.91 / 5.88"
Fe -4.729 4.171 -15.918
C -5.100 3.085 -12.770
O -3.760 2.642 -12.797
O -5.202 3.839 -13.959
C -5.997 1.844 -12.443
F -5.875 1.263 -11.258
F -7.279 2.094 -12.491
F -5.961 0.834 -13.358
C -2.934 2.857 -11.651
C -1.531 2.290 -11.897
H -1.614 1.247 -12.205
H -1.000 2.714 -12.750
H -0.868 2.443 -11.045
H -3.304 2.391 -10.738
H -2.814 3.935 -11.543
H -5.366 3.818 -12.008
C -4.513 1.018 -17.122
O -3.377 0.798 -16.231
O -4.981 2.328 -16.865
C -4.153 0.542 -18.626
F -3.976 -0.757 -18.694
F -5.266 0.769 -19.374
F -3.196 1.234 -19.250
C -3.251 -0.516 -15.661
C -2.517 -0.332 -14.370
H -3.199 0.000 -13.587
H -2.154 -1.317 -14.078
H -1.662 0.330 -14.236
H -2.762 -1.304 -16.233
H -4.193 -1.014 -15.430
H -5.340 0.415 -16.748
C -1.027 6.922 -13.028
O -0.112 6.119 -13.260
N -1.965 6.719 -12.190
N -1.143 8.044 -13.564
H -2.306 7.612 -11.866
H -2.025 5.840 -11.695
H -1.934 8.633 -13.344
H -0.467 8.295 -14.270
C -1.572 3.730 -15.676
O -2.771 3.992 -15.693
N -1.248 2.520 -15.547
N -0.554 4.586 -15.670
H -0.272 2.288 -15.432
H -1.970 1.816 -15.493
H -0.324 4.941 -14.753
H -0.590 5.314 -16.370
C 1.937 3.489 -10.922
O 1.745 2.662 -11.771
N 1.694 4.795 -11.059
N 2.435 3.304 -9.739
H 1.228 5.154 -11.880
H 2.081 5.408 -10.355
H 2.760 4.098 -9.207
H 2.410 2.328 -9.478
C -10.058 2.369 -9.968
O -10.594 1.275 -10.078
N -8.828 2.661 -10.331
N -10.723 3.467 -9.607
H -8.397 3.503 -9.974
H -8.356 1.828 -10.652
H -11.728 3.427 -9.508
H -10.288 4.365 -9.452
C -4.454 7.178 -15.155
O -4.324 6.104 -15.629
N -5.124 7.417 -14.084
N -4.051 8.302 -15.691
H -5.515 6.761 -13.422
H -5.075 8.365 -13.740
H -3.420 8.209 -16.474
H -4.045 9.149 -15.141
C -1.197 2.465 -7.164
C 0.136 2.569 -6.461
C -0.213 3.138 -4.977
O 0.535 1.229 -6.359
H -1.531 3.495 -7.292
H -2.051 2.043 -6.635
H -1.084 2.133 -8.197
H 0.984 3.139 -6.842
H -1.088 2.805 -4.418
H -0.698 4.094 -5.178
H 0.660 3.222 -4.329
H 0.607 0.850 -7.238
C 3.961 2.657 -14.331
C 2.724 2.563 -15.243
C 3.050 1.624 -16.371
O 1.817 1.925 -14.439
H 4.789 2.993 -14.956
H 4.199 1.764 -13.753
H 3.723 3.449 -13.621
H 2.437 3.579 -15.510
H 2.344 1.496 -17.192
H 3.241 0.607 -16.030
H 3.923 1.964 -16.927
H 1.843 2.318 -13.564
C -7.216 3.809 -6.353
C -6.413 2.577 -6.872
C -5.989 2.658 -8.328
O -5.136 2.436 -6.097
H -6.804 4.818 -6.333
H -7.560 3.587 -5.343
H -8.129 3.876 -6.945
H -7.083 1.755 -6.617
H -6.797 2.384 -9.007
H -5.174 2.025 -8.678
H -5.583 3.651 -8.518
H -4.620 1.696 -6.427
C -10.246 -1.576 -14.242
C -8.758 -1.317 -14.362
C -8.473 -0.036 -15.155
O -8.205 -1.198 -13.073
H -10.462 -2.364 -13.520
H -10.557 -1.900 -15.235
H -10.903 -0.745 -13.984
H -8.299 -2.230 -14.741
H -9.076 0.712 -14.643
H -8.708 -0.165 -16.212
H -7.440 0.289 -15.028
H -7.254 -1.073 -13.101

=====

Record 2
14
Properties=species:S:1:pos:R:3 method="wB97M-V/def2-TZVPD" e_above_lowest_kj_mol=82.7 e_lumo_ev=1.13 homo_lumo_gap_ev=9.31
C -2.088 0.144 0.619
C -0.638 0.086 0.272
C -0.096 0.395 -0.900
C 1.341 -0.009 -0.923
C 1.561 -0.413 0.547
O 0.246 -0.473 1.164
H -2.418 -0.859 0.904
H -2.352 0.834 1.427
H -2.638 0.439 -0.281
H -0.593 0.860 -1.738
H 1.932 0.863 -1.205
H 1.531 -0.831 -1.631
H 2.145 0.345 1.079
H 2.067 -1.380 0.665

=====

Record 3
14
Properties=species:S:1:pos:R:3 method="wB97M-V/def2-TZVPD" e_above_lowest_kj_mol=506.9 e_lumo_ev="0.27 / 0.08" homo_lumo_gap_ev="9.56 / 8.94"
C -2.080 0.146 -0.478
C -1.105 0.035 0.723
N 0.144 -0.419 0.307
O 0.340 -1.509 -0.275
N 1.252 0.618 0.335
C 2.485 0.130 -0.198
H -2.386 -0.836 -0.869
H -3.020 0.491 -0.074
H -1.578 0.878 -1.169
H -0.919 1.030 1.337
H -1.529 -0.644 1.321
H 3.022 1.000 -0.693
H 2.314 -0.622 -0.903
H 3.060 -0.300 0.636